The following is a quantum chemistry calculation of the molecule C4H3N3, from OMol25.

ORCA input file:
```
! wB97M-V def2-TZVPD RIJCOSX def2/J DEFGRID3
* xyz 0 1
N -1.31 1.97 1.68
C -0.53 1.32 1.07
C 0.89 1.03 0.73
N 1.59 0.17 0.29
C 1.18 -0.86 -0.54
C -0.18 -0.81 -0.70
N -0.90 0.19 -0.16
H 1.88 -1.57 -0.95
H -0.71 -1.57 -1.26
H -1.91 0.13 -0.16
*
```

Summary:
Orbital gap (alpha / beta) (eV): 7.735 / 7.736
Calculated total energy (eV): -8661.7861
HOMO energy (alpha / beta) (Eh): -0.32332 / -0.32332
LUMO level (alpha / beta) (eV): -1.06 / -1.06
ΔE to the lowest compared entry with this formula, charge and spin (kJ/mol): 446.2

Löwdin population analysis, charges in e, atoms 1 to 6: number 1, N, carries 0.08; number 2, C, carries -0.47; number 3, C, carries 0.11; number 4, N, carries 0.12; number 5, C, carries -0.12; number 6, C, carries -0.15